1.
Formula: C40H37N5P2SSnTe
Source: the OMol25 dataset
Level of theory: ωB97M-V with the def2-TZVPD basis set

Structure (XYZ):
```
87
Properties=species:S:1:pos:R:3:forces:R:3
Sn 1.281290 -0.681755 0.827335 -0.28 0.32 -0.12
C 5.610167 0.010581 5.319017 -0.01 0.01 -0.03
C 4.999713 1.184623 4.568846 0.06 -0.08 -0.02
N 4.733196 0.913549 3.150998 -0.09 -0.04 0.03
C 3.731905 0.159854 2.694772 0.13 0.10 -0.23
S 3.587274 0.113645 0.926735 0.07 0.03 -0.12
N 2.972990 -0.492123 3.524638 -0.27 0.06 0.15
N 1.920256 -1.167573 2.968662 0.21 -0.05 -0.09
C 1.417292 -2.143150 3.640907 -0.03 0.00 0.05
C 1.940418 -2.587055 4.966733 -0.02 0.00 -0.05
C 0.252548 -2.842225 3.044748 0.13 0.05 0.10
C -0.494849 -3.738555 3.786772 -0.05 -0.08 0.02
C -1.602693 -4.339057 3.201565 0.00 0.00 0.07
C -1.938713 -4.003235 1.905509 -0.01 0.05 -0.06
C -1.143836 -3.087877 1.232065 0.02 0.05 -0.11
N -0.056702 -2.543362 1.775424 0.00 0.16 -0.05
H 5.791766 0.306302 6.352417 0.01 -0.03 -0.01
H 6.561800 -0.286241 4.877513 -0.03 0.00 0.00
H 4.940489 -0.847897 5.322267 0.02 0.01 -0.01
H 5.689179 2.026464 4.580901 -0.04 0.05 0.02
H 4.069828 1.507113 5.038129 -0.02 -0.03 -0.01
H 5.300352 1.375456 2.460776 0.03 -0.01 0.01
H 2.847620 -2.052883 5.216342 0.02 0.03 0.00
H 2.144182 -3.658820 4.940846 -0.02 0.00 0.01
H 1.201956 -2.406884 5.750937 -0.01 0.01 -0.02
H -0.224901 -3.965219 4.807541 -0.01 0.01 -0.02
H -2.200130 -5.044472 3.764478 0.02 0.00 -0.02
H -2.799649 -4.433136 1.413064 0.01 0.02 0.00
H -1.394128 -2.774210 0.229051 0.05 0.00 -0.19
Te 0.379187 2.748357 -2.905413 -0.27 0.01 0.00
C -1.697628 2.877305 -3.282218 0.18 -0.13 -0.10
C -2.297620 1.843888 -3.995635 -0.15 0.09 0.05
C -3.674577 1.883615 -4.170664 -0.02 0.07 0.03
N -4.446584 2.863635 -3.698382 0.14 0.00 0.03
C -3.849211 3.862928 -3.053744 -0.10 -0.07 -0.06
C -2.478267 3.920186 -2.817895 -0.03 0.00 0.04
C 0.027194 1.053066 -1.658730 0.49 0.01 0.42
P 0.871607 -0.426376 -2.001622 -0.65 -0.06 0.22
C -0.141150 -1.908809 -2.195563 0.06 -0.05 -0.19
C 0.482322 -3.144802 -2.015192 -0.02 -0.03 0.01
C -0.192874 -4.316867 -2.319820 -0.03 0.06 0.10
C -1.500019 -4.256754 -2.790211 -0.03 0.01 -0.01
C -2.121986 -3.028283 -2.975850 -0.01 -0.05 -0.01
C -1.438274 -1.852156 -2.698597 -0.04 0.04 0.13
C 1.817563 -0.303585 -3.520701 0.39 -0.03 0.33
C 2.974743 0.479348 -3.500336 0.02 0.01 -0.01
C 3.724769 0.638496 -4.653455 -0.02 0.02 0.05
C 3.326758 0.006353 -5.823534 -0.01 -0.03 -0.02
C 2.189718 -0.792149 -5.840048 -0.02 0.01 0.02
C 1.438016 -0.964796 -4.687467 -0.02 0.02 -0.03
P -0.508920 1.316658 -0.018800 -0.07 -0.49 -0.36
C -2.032873 0.472146 0.452605 -0.08 0.15 -0.02
C -2.237928 0.168543 1.798622 -0.01 -0.02 0.00
C -3.473347 -0.291953 2.226783 0.08 -0.07 0.00
C -4.503236 -0.460857 1.309183 -0.03 -0.01 -0.04
C -4.306780 -0.150243 -0.030266 -0.02 0.00 0.02
C -3.077702 0.331604 -0.458422 0.06 -0.06 -0.03
C -0.763348 3.032764 0.446142 0.32 -0.10 0.26
C -2.036509 3.520499 0.734501 -0.04 0.04 -0.05
C -2.185546 4.836224 1.148477 -0.02 0.00 -0.03
C -1.073092 5.653427 1.292393 0.02 -0.01 0.02
C 0.201009 5.159844 1.031439 -0.01 -0.02 0.00
C 0.358165 3.848650 0.620813 0.01 0.03 -0.07
H -1.712113 1.036110 -4.417744 -0.01 0.01 -0.01
H -4.179653 1.098942 -4.724772 -0.01 0.02 0.02
H -4.495037 4.659849 -2.700540 0.01 -0.02 -0.01
H -2.050088 4.756369 -2.280814 -0.01 -0.02 0.03
H 1.508495 -3.193699 -1.663884 0.00 0.00 0.02
H 0.295923 -5.273399 -2.188867 0.00 0.02 -0.02
H -2.030073 -5.170328 -3.028139 0.01 0.02 0.01
H -3.133245 -2.985864 -3.359821 0.01 0.00 0.01
H -1.907706 -0.892098 -2.873080 0.00 0.00 -0.01
H 3.293645 0.957154 -2.579545 -0.01 0.02 0.00
H 4.618662 1.247560 -4.639350 -0.01 -0.02 0.00
H 3.914377 0.122819 -6.724986 -0.02 0.01 0.01
H 1.889201 -1.288327 -6.753305 0.01 0.00 0.01
H 0.562923 -1.600993 -4.707281 -0.01 0.00 0.02
H -1.443178 0.326495 2.521396 0.02 -0.02 0.02
H -3.635987 -0.514227 3.273855 0.01 0.02 -0.02
H -5.469308 -0.818549 1.641983 0.02 0.01 0.00
H -5.120398 -0.254034 -0.736813 0.02 0.00 0.01
H -2.936064 0.621659 -1.492192 0.00 0.02 -0.04
H -2.909707 2.890374 0.631961 0.00 -0.02 0.00
H -3.174418 5.220674 1.362432 0.02 -0.01 0.00
H -1.196029 6.675961 1.625610 0.00 -0.02 -0.02
H 1.067406 5.795975 1.154811 -0.02 -0.01 0.01
H 1.350139 3.459771 0.421727 0.01 -0.01 -0.01
```
Forces are in eV/Å.

Calculated values
total charge: +2
gap between HOMO and LUMO: 5.97 eV
LUMO: -6.7 eV

2.
Formula: C5H11OP
Source: the OMol25 dataset
Level of theory: ωB97M-V with the def2-TZVPD basis set

Structure (XYZ):
```
18
Properties=species:S:1:pos:R:3:forces:R:3
C -0.520811 -0.187247 2.410547 -0.51 -0.28 1.64
C -0.323973 -0.156691 1.108572 -2.05 -0.28 -0.50
C -1.626372 1.236245 -0.401314 0.18 0.85 -1.14
C 2.038104 -0.783692 -1.927530 0.18 -0.02 -1.49
C -1.477149 -0.227733 0.111193 0.79 2.49 0.64
O 1.351510 -0.969376 -0.763526 -1.28 0.09 2.50
P 1.246969 0.298272 0.333643 0.30 -0.36 -0.14
H 0.398925 -0.133391 2.977481 -0.21 0.06 0.75
H -1.525897 -0.289196 2.984299 1.87 0.16 -1.36
H -0.660938 1.460785 -1.022827 -2.30 0.06 0.49
H -1.613175 2.003877 0.428453 0.03 -1.08 -0.60
H -2.674462 1.374129 -0.897028 2.24 -0.14 0.19
H 2.281750 0.256436 -2.094172 -1.12 0.79 -0.93
H 1.603418 -1.425573 -2.736918 0.15 1.18 0.45
H 3.026046 -1.071319 -1.809161 2.19 -1.57 0.30
H -1.066744 -0.878802 -0.628283 -0.72 -0.57 -1.02
H -2.487260 -0.409444 0.455794 0.26 -1.16 0.63
H 2.030059 -0.097279 1.470778 0.00 -0.25 -0.40
```
Forces are in eV/Å.

Calculated values
SMILES: C=C(CC)POC
gap between HOMO and LUMO: 9.80 eV
LUMO: 1.0 eV

3.
Formula: C5H6AgO3
Source: the OMol25 dataset
Level of theory: ωB97M-V with the def2-TZVPD basis set

Structure (XYZ):
```
15
Properties=species:S:1:pos:R:3:forces:R:3
O 2.580182 0.857047 -0.189607 -1.08 -0.63 0.00
C 1.542788 0.229781 -0.192708 2.49 1.44 0.02
O 0.475962 0.596184 -0.868764 -1.25 0.04 -0.54
O 1.359886 -0.890944 0.472801 -0.42 -1.03 0.49
C 0.021850 -1.372195 0.285354 -0.12 -0.13 0.40
C -0.597857 -0.353089 -0.684611 0.32 0.65 -1.64
C -1.832718 0.353400 -0.169076 0.06 0.83 1.18
C -1.730722 1.144099 1.011634 -1.55 1.44 0.43
Ag 5.240761 0.850073 0.595595 -0.05 -0.02 0.00
H -0.471351 -1.385292 1.264432 0.05 -0.05 -0.24
H 0.070449 -2.384358 -0.125973 -0.04 0.22 0.08
H -0.792831 -0.798501 -1.667905 0.09 0.01 0.20
H -2.704750 -0.324603 -0.124831 0.36 0.26 -0.43
H -2.143568 1.496520 -0.567300 0.17 -2.15 0.08
H -1.018083 1.981879 0.960959 0.97 -0.86 -0.01
```
Forces are in eV/Å.

Calculated values
gap between HOMO and LUMO (alpha / beta): 5.31 / 8.13 eV
LUMO (alpha / beta): -0.7 / -0.7 eV
multiplicity: 2

Ordered max |F| results: 0.7 2.8 2.9; unit eV Å⁻¹.
Ordered energy above the lowest of the compared OMol25 structures with the same formula, charge and spin results: 15.2 52.9 72.1; unit kcal per mole.